Record 1
C42H48BMgN9O7S as an isolated structure in a non-equilibrium geometry, computed with ωB97M-V with the def2-TZVPD basis set.

Lowest unoccupied orbital energy = -0.48 eV
HOMO-LUMO gap = 7.9 eV
Max |F| = 2.64 eV/A
Net charge = 0

Element x y z (Å)
Mg -1.276 -0.442 -0.718
C 0.164 -5.529 -2.237
C 0.161 -4.035 -2.338
C 0.790 -3.231 -3.242
C 0.450 -1.909 -2.943
N -0.427 -1.935 -1.926
N -0.576 -3.222 -1.553
B -1.335 -3.492 -0.230
N -2.771 -2.932 -0.407
N -3.009 -1.770 -1.156
C -4.305 -1.737 -1.399
C -4.920 -2.833 -0.822
C -3.948 -3.590 -0.241
C -4.026 -4.865 0.537
C -4.841 -0.676 -2.304
C -6.233 -0.397 -2.255
C -6.740 0.570 -3.047
C -5.961 1.256 -3.963
C -4.607 0.996 -4.016
C -4.058 0.053 -3.204
N -0.567 -2.838 1.016
N -0.589 -1.492 1.242
C 0.165 -1.268 2.322
C 0.676 -2.495 2.779
C 0.213 -3.488 1.892
C 0.538 -4.918 1.897
C 0.456 0.070 2.871
C 1.165 0.161 4.068
C 1.620 1.409 4.567
C 1.309 2.569 3.874
C 0.543 2.461 2.705
C 0.034 1.251 2.252
C 1.029 -0.643 -3.479
C 2.460 -0.562 -3.591
C 3.047 0.611 -4.043
C 2.189 1.659 -4.414
C 0.824 1.576 -4.355
C 0.209 0.451 -3.859
H 0.437 -5.865 -1.262
H 0.840 -5.918 -3.019
H -0.840 -5.969 -2.400
H 1.509 -3.525 -3.973
H -1.420 -4.682 -0.051
H -5.927 -3.187 -0.858
H -5.052 -5.220 0.750
H -3.578 -4.694 1.504
H -3.493 -5.600 -0.030
H -6.880 -0.859 -1.512
H -7.825 0.761 -3.044
H -6.321 1.978 -4.683
H -3.944 1.407 -4.760
H -3.066 -0.208 -3.281
H 1.384 -2.675 3.596
H 1.207 -5.077 2.697
H 1.060 -5.247 0.985
H -0.328 -5.546 2.057
H 1.520 -0.658 4.689
H 2.113 1.478 5.499
H 1.796 3.527 4.096
H 0.418 3.385 2.160
H -0.588 1.253 1.348
H 3.044 -1.411 -3.303
H 4.084 0.679 -4.227
H 2.610 2.581 -4.803
H 0.285 2.476 -4.620
H -0.830 0.469 -3.736
C -2.654 3.218 1.099
C -2.938 2.215 0.032
C -4.375 2.389 -0.436
O -2.746 0.846 0.548
C -1.960 2.338 -1.180
O -1.820 3.471 -1.618
O -1.385 1.284 -1.640
H -3.313 2.981 1.971
H -2.953 4.155 0.713
H -1.589 3.303 1.301
H -5.121 2.344 0.362
H -4.672 1.634 -1.178
H -4.394 3.373 -0.898
H -3.283 0.779 1.352
C 5.443 4.542 5.134
C 5.513 3.247 4.331
S 4.953 3.550 2.639
O 6.153 3.847 1.871
O 3.840 4.463 2.634
C 4.468 1.893 2.103
C 4.164 1.893 0.619
N 3.211 0.916 0.160
C 1.988 1.216 -0.350
N 1.295 0.097 -0.540
C 2.062 -0.930 -0.083
C 3.245 -0.457 0.381
N 4.379 -1.094 0.931
O 4.247 -2.244 1.303
O 5.432 -0.469 0.896
C 1.458 2.530 -0.712
H 6.037 4.503 6.077
H 4.411 4.817 5.400
H 5.846 5.388 4.554
H 4.932 2.425 4.792
H 6.561 2.921 4.192
H 3.636 1.605 2.734
H 5.343 1.305 2.344
H 5.115 1.754 0.066
H 3.759 2.871 0.279
H 1.726 -1.922 0.047
H 2.051 3.033 -1.464
H 1.450 3.144 0.155
H 0.423 2.379 -1.027

Here are the Löwdin charges for atoms 1 to 99, given in e: 0.688, -0.011, -0.258, 0.021, -0.214, 0.055, 0.033, -0.454, 0.052, 0.082, -0.229, 0.016, -0.265, -0.013, -0.129, -0.048, -0.107, -0.076, -0.074, -0.044, 0.027, 0.084, -0.247, 0.032, -0.271, -0.015, -0.147, -0.019, -0.086, -0.090, -0.079, -0.019, -0.132, -0.031, -0.072, -0.102, -0.082, -0.020, 0.049, 0.092, 0.096, 0.111, 0.115, 0.110, 0.093, 0.082, 0.068, 0.116, 0.114, 0.104, 0.113, 0.075, 0.115, 0.067, 0.090, 0.086, 0.108, 0.088, 0.103, 0.097, 0.091, 0.102, 0.087, 0.102, 0.115, 0.076, -0.008, -0.487, 0.005, -0.081, -0.589, 0.066, -0.109, 0.118, 0.081, 0.069, 0.096, 0.069, 0.099, 0.120, -0.131, -0.294, 0.652, -0.321, -0.313, -0.208, -0.145, 0.063, -0.291, 0.134, -0.029, -0.126, -0.324, 0.099, 0.066, 0.036, 0.088, 0.076, 0.083


Record 2
A 9-piece molecular cluster, C35H44B3N9O3S overall in a non-equilibrium geometry, computed with ωB97M-V with the def2-TZVPD basis set.

Lowest unoccupied orbital energy = -1.96 eV
HOMO-LUMO gap = 6.2 eV
Max |F| = 8.64 eV/A
Net charge = 0
SMILES string = C=CB1OBOB(N=C=S)O1.c1cc[nH]c1.c1cc[nH]c1.c1cc[nH]c1.c1cc[nH]c1.c1cc[nH]c1.c1cc[nH]c1.c1cc[nH]c1.c1cc[nH]c1

Element x y z (Å)
C 6.721 2.044 0.478
C 5.903 2.145 -0.775
B 4.242 2.195 -0.544
O 3.582 3.228 0.327
B 2.459 3.846 -0.407
O 1.860 3.087 -1.560
B 2.020 1.637 -1.203
N 0.870 0.701 -0.872
C 0.155 1.127 0.227
S -0.281 1.939 1.697
O 3.429 1.135 -1.235
H 6.911 1.005 1.025
H 7.139 3.051 0.943
H 6.325 2.226 -1.863
H 2.032 4.883 -0.052
C -1.142 -0.688 -3.281
C -1.539 -0.193 -4.546
C -2.529 -1.025 -5.020
N -2.739 -2.007 -4.088
C -1.902 -1.807 -3.021
H -0.384 -0.273 -2.629
H -1.146 0.677 -5.056
H -3.099 -1.002 -5.940
H -3.409 -2.761 -4.173
H -1.918 -2.476 -2.172
C 2.395 -3.999 1.472
C 3.500 -3.376 2.100
C 3.470 -2.043 1.755
N 2.388 -1.841 0.938
C 1.724 -3.027 0.763
H 2.118 -5.043 1.530
H 4.237 -3.848 2.736
H 4.124 -1.223 2.021
H 2.122 -0.955 0.528
H 0.834 -3.078 0.151
C 7.576 -2.343 3.275
C 6.557 -2.165 4.241
C 6.431 -0.812 4.459
N 7.341 -0.167 3.663
C 8.041 -1.093 2.933
H 7.933 -3.282 2.872
H 5.978 -2.941 4.725
H 5.773 -0.253 5.112
H 7.475 0.835 3.619
H 8.808 -0.784 2.236
C -5.683 2.831 1.555
C -5.834 1.426 1.623
C -4.581 0.888 1.814
N -3.679 1.919 1.858
C -4.343 3.108 1.707
H -6.468 3.563 1.412
H -6.757 0.866 1.543
H -4.255 -0.138 1.920
H -2.680 1.818 1.984
H -3.806 4.047 1.719
C 9.166 0.043 -5.304
C 9.416 -0.124 -3.921
C 8.194 -0.201 -3.290
N 7.217 -0.083 -4.243
C 7.800 0.061 -5.475
H 9.903 0.138 -6.091
H 10.382 -0.181 -3.437
H 7.938 -0.329 -2.247
H 6.221 -0.099 -4.065
H 7.194 0.166 -6.365
C -7.934 2.881 -2.904
C -7.684 2.715 -1.521
C -8.906 2.637 -0.890
N -9.883 2.756 -1.843
C -9.300 2.900 -3.075
H -7.197 2.977 -3.691
H -6.718 2.657 -1.037
H -9.162 2.509 0.153
H -10.879 2.739 -1.665
H -9.906 3.004 -3.965
C -12.275 -1.820 -3.614
C -11.171 -1.197 -2.985
C -11.201 0.136 -3.330
N -12.282 0.338 -4.148
C -12.946 -0.849 -4.322
H -12.552 -2.865 -3.555
H -10.433 -1.669 -2.350
H -10.547 0.955 -3.065
H -12.549 1.223 -4.558
H -13.836 -0.900 -4.935
C 4.510 -2.053 8.773
C 3.948 -3.260 8.292
C 3.424 -3.001 7.046
N 3.646 -1.679 6.759
C 4.312 -1.094 7.804
H 5.006 -1.899 9.722
H 3.929 -4.215 8.801
H 2.913 -3.643 6.340
H 3.363 -1.210 5.908
H 4.586 -0.048 7.769

So, what does the Löwdin scheme give us? The charges, in e, come out as: -0.008, -0.032, -0.334, 0.115, -0.185, 0.119, -0.487, 0.159, -0.419, 0.715, 0.147, 0.074, 0.089, 0.106, 0.103, -0.116, -0.114, -0.142, -0.002, -0.141, 0.052, 0.090, 0.106, 0.149, 0.103, -0.115, -0.116, -0.138, 0.010, -0.140, 0.091, 0.084, 0.100, 0.105, 0.103, -0.106, -0.115, -0.146, -0.006, -0.152, 0.095, 0.091, 0.092, 0.141, 0.105, -0.131, -0.119, -0.137, -0.011, -0.138, 0.091, 0.092, 0.106, 0.012, 0.106, -0.118, -0.117, -0.151, -0.002, -0.144, 0.091, 0.091, 0.101, 0.146, 0.105, -0.100, -0.103, -0.132, -0.020, -0.174, 0.094, 0.078, 0.106, 0.148, 0.108, -0.117, -0.106, -0.137, -0.001, -0.147, 0.090, 0.093, 0.066, 0.146, 0.104, -0.115, -0.115, -0.144, -0.001, -0.153, 0.091, 0.091, 0.106, 0.142, 0.102


Record 3
C3H5AlO3 as an isolated structure in a non-equilibrium geometry, computed with ωB97M-V with the def2-TZVPD basis set.

Lowest unoccupied orbital energy (spin up / spin down) = -17.27 / -17.97 eV
HOMO-LUMO gap (spin up / spin down) = 7.7 / 10.8 eV
Max |F| = 5.73 eV/A
Relative energy (zero: lowest compared OMol25 entry of this formula, charge and spin) = 26.4 kJ/mol
Net charge = +3
Spin multiplicity = 2

Element x y z (Å)
H -0.767 -1.718 0.755
O 1.547 -1.150 -0.230
C 0.429 -0.677 -0.479
C -1.768 0.424 0.714
O 0.367 0.666 -0.349
O -0.809 -1.210 -0.071
C -0.965 1.286 -0.203
H -1.457 0.413 1.760
H -2.808 0.233 0.448
H -0.755 2.278 0.209
H -1.386 1.319 -1.213
Al 2.095 0.554 0.267

So, what does the Löwdin scheme give us? The charges, in e, come out as: 0.220, 0.265, -0.278, 0.413, -0.007, 0.244, 0.034, 0.172, 0.183, 0.204, 0.196, 1.355


Record 4
C33H59CuN2O2P2 as an isolated structure in a non-equilibrium geometry, computed with ωB97M-V with the def2-TZVPD basis set.

Lowest unoccupied orbital energy (spin up / spin down) = -2.54 / -3.84 eV
HOMO-LUMO gap (spin up / spin down) = 6.6 / 5.2 eV
Max |F| = 6.05 eV/A
Relative energy (zero: lowest compared OMol25 entry of this formula, charge and spin) = 341.1 kJ/mol
Net charge = +1
Spin multiplicity = 2

Element x y z (Å)
C 1.812 -0.829 -2.715
C -0.416 -0.241 -2.572
C 1.698 -1.072 -4.097
C -0.549 -0.225 -3.972
C 0.518 -0.684 -4.739
H 2.522 -1.572 -4.620
H -1.505 0.104 -4.403
H 0.468 -0.789 -5.835
N 0.808 -0.287 -2.008
P 3.174 -0.421 -0.326
P -2.781 0.969 -1.160
C 3.043 -1.283 -1.949
H 3.005 -2.370 -1.729
H 3.928 -1.151 -2.591
C -1.661 -0.467 -1.649
H -2.297 -1.106 -2.260
C -4.561 0.324 -1.149
C -2.438 2.701 -0.498
C 3.485 -1.706 1.033
C 4.669 0.658 -0.663
C -4.913 -0.298 0.217
H -4.880 0.443 1.031
H -5.949 -0.675 0.159
H -4.276 -1.142 0.505
C -5.498 1.513 -1.412
H -5.480 2.279 -0.630
H -5.254 1.967 -2.382
H -6.524 1.119 -1.473
C -4.850 -0.632 -2.334
H -5.795 -1.146 -2.114
H -4.998 -0.051 -3.257
H -4.094 -1.390 -2.564
C -3.214 3.009 0.794
H -2.824 2.417 1.637
H -3.057 4.073 1.040
H -4.292 2.832 0.729
C -0.961 2.981 -0.185
H -0.641 2.495 0.741
H -0.296 2.679 -1.001
H -0.819 4.068 -0.041
C -2.827 3.548 -1.728
H -3.883 3.431 -1.990
H -2.617 4.613 -1.563
H -2.229 3.212 -2.588
C 5.147 1.336 0.633
H 6.028 1.936 0.367
H 4.395 2.004 1.061
H 5.462 0.610 1.391
C 4.233 1.731 -1.681
H 3.902 1.289 -2.629
H 3.440 2.374 -1.287
H 5.105 2.363 -1.895
C 5.860 -0.117 -1.251
H 6.634 0.627 -1.476
H 6.287 -0.833 -0.544
H 5.631 -0.638 -2.183
C 2.630 -2.947 0.748
H 2.956 -3.479 -0.155
H 2.713 -3.652 1.591
H 1.575 -2.668 0.654
C 3.016 -1.103 2.377
H 1.943 -0.853 2.355
H 3.166 -1.862 3.160
H 3.575 -0.202 2.664
C 4.950 -2.137 1.107
H 5.293 -2.576 0.160
H 5.628 -1.332 1.416
H 5.018 -2.927 1.872
Cu 0.989 0.278 0.040
C 1.793 1.767 0.703
O 2.104 2.823 1.072
N -0.734 -0.551 0.580
C -1.368 -1.109 -0.337
C -1.896 -2.674 -0.229
C -3.025 -3.139 -1.138
C -0.690 -3.532 -0.585
C -2.313 -2.850 1.241
H -3.983 -2.654 -0.937
H -2.795 -3.081 -2.211
H -3.234 -4.215 -0.999
H 0.071 -3.389 0.182
H -0.915 -4.609 -0.585
H -0.301 -3.281 -1.584
H -2.552 -3.905 1.460
H -1.473 -2.507 1.873
H -3.206 -2.252 1.480
C 0.096 2.003 5.373
C -1.064 1.031 5.058
C -0.928 0.739 3.547
O 0.030 1.630 2.973
C 0.674 2.393 4.007
H -0.252 2.886 5.913
H 0.864 1.504 5.970
H -2.032 1.509 5.259
H -1.001 0.108 5.646
H -0.597 -0.294 3.352
H -1.876 0.874 3.002
H 0.520 3.461 3.785
H 1.755 2.190 3.943

So, what does the Löwdin scheme give us? The charges, in e, come out as: -0.295, -0.209, -0.011, -0.007, -0.034, 0.126, 0.128, 0.126, 0.081, 1.099, 1.183, -0.231, 0.094, 0.076, -0.300, 0.070, -0.667, -0.662, -0.670, -0.673, -0.090, 0.082, 0.091, 0.032, -0.117, 0.064, 0.076, 0.097, -0.093, 0.097, 0.089, 0.034, -0.075, 0.071, 0.098, 0.056, -0.108, 0.039, 0.073, 0.106, -0.127, 0.053, 0.088, 0.074, -0.074, 0.098, 0.063, 0.066, -0.072, 0.083, 0.068, 0.098, -0.082, 0.096, 0.064, 0.070, -0.097, 0.080, 0.105, 0.041, -0.083, 0.064, 0.097, 0.081, -0.094, 0.088, 0.067, 0.095, 0.179, -0.133, 0.134, 0.191, -0.340, -0.485, -0.065, -0.042, -0.042, 0.067, 0.091, 0.107, 0.050, 0.104, 0.099, 0.100, 0.080, 0.070, -0.145, -0.136, -0.209, -0.208, -0.191, 0.110, 0.109, 0.110, 0.110, 0.097, 0.099, 0.122, 0.112